Run 1
{"formula": "C5H10N2S", "method": "ωB97M-V/def2-TZVPD", "molar_mass_g_mol": 130.2, "homo_energy_ha": -0.33319, "lumo_energy_ev": -0.09, "species": ["C", "C", "C", "C", "C", "H", "H", "H", "H", "H", "H", "H", "H", "H", "H", "N", "N", "S"], "positions_angstrom": [[1.99, 0.26, -0.67], [1.05, -0.98, -0.74], [-0.48, -0.70, -1.01], [-1.44, 0.18, -0.56], [-1.45, 1.21, 0.51], [2.10, 0.46, -1.83], [3.09, 0.04, -0.39], [1.39, 0.97, -0.06], [1.33, -1.73, -1.53], [1.44, -3.40, 0.42], [-0.97, -1.32, -1.73], [-2.36, 0.22, -1.06], [-1.19, 1.05, 2.60], [-0.83, -0.33, 1.64], [-2.01, 2.72, 1.30], [-0.77, 0.83, 1.69], [-2.19, 2.27, 0.44], [1.29, -1.74, 0.97]], "lowdin_charge": [-0.17, -0.69, -0.10, -0.06, -0.51, 0.11, 0.09, 0.06, 0.09, 0.04, 0.08, 0.08, 0.09, 0.11, 0.02, 0.06, 0.12, 0.59]}



Run 2
{"formula": "C5H10N2S", "method": "ωB97M-V/def2-TZVPD", "molar_mass_g_mol": 130.2, "homo_energy_ha": -0.31868, "lumo_energy_ev": 0.58, "species": ["C", "C", "C", "C", "C", "H", "H", "H", "H", "H", "H", "H", "H", "H", "H", "N", "N", "S"], "positions_angstrom": [[1.26, 1.29, -0.66], [2.12, -0.74, 0.21], [-0.24, -0.56, 0.33], [-1.16, -0.66, -0.82], [-1.16, 0.59, 1.10], [0.44, 1.33, -1.72], [2.65, 1.28, -1.00], [1.01, 2.07, 0.22], [2.10, -1.98, 0.19], [3.01, 1.05, 0.30], [-0.14, -1.46, 0.85], [-1.38, -1.68, -1.14], [-0.91, 0.00, -1.51], [-1.58, 0.83, 2.29], [-0.52, 1.50, 0.76], [1.02, -0.03, -0.15], [3.39, -0.31, 0.27], [-2.52, -0.01, -0.06]], "lowdin_charge": [-0.12, -0.35, -0.38, -0.56, -0.32, 0.17, 0.18, 0.10, 0.17, 0.13, 0.12, 0.10, -0.01, 0.14, 0.04, -0.25, -0.01, 0.84]}



Stability, highest: run 1